a.
Molecular formula: C4H10O
Method: DFT, ωB97M-V/def2-TZVPD

Results
HOMO-LUMO gap   10.616 eV
HOMO energy   -9.6175 eV
SMILES   C=CCCO.[H][H]

Geometry as ORCA input:
```
! RIJCOSX wB97M-V def2-TZVPD def2/J DEFGRID3
* xyz 0 1
O -1.08300 -2.15573 1.20999
C 0.61843 1.01995 0.26972
C -0.45322 0.06064 0.70672
C -0.12048 -1.41033 0.48709
C 0.39023 2.16751 -0.36138
H 0.18288 0.43653 -2.47790
H -0.61969 2.47327 -0.63341
H -0.62282 0.18015 1.78489
H 1.19827 2.83426 -0.64940
H 1.64706 0.74087 0.50989
H -1.40091 0.29180 0.20604
H 0.42378 -0.26187 -2.38704
H 0.89938 -1.62173 0.84886
H -0.14808 -1.66103 -0.58546
H -0.91185 -3.09430 1.07139
*
```

Atomic partial charges in e from the natural (NBO) method, atoms 1 to 8:
1. O -0.72
2. C -0.16
3. C -0.47
4. C -0.05
5. C -0.40
6. H 0.01
7. H 0.19
8. H 0.23

b.
Molecular formula: C4H10O
Method: DFT, ωB97M-V/def2-TZVPD

Results
HOMO-LUMO gap   10.566 eV
HOMO energy   -9.5281 eV
SMILES   C/C=C/C.O

Geometry as ORCA input:
```
! RIJCOSX wB97M-V def2-TZVPD def2/J DEFGRID3
* xyz 0 1
O 2.49946 0.58813 0.38723
C -0.23252 1.44156 -1.28275
C -0.82890 -0.20556 0.52886
C -0.32556 0.07261 -0.67471
C -0.89500 -1.57812 1.13562
H -1.92800 -1.94380 1.17601
H -0.85738 1.52095 -2.18022
H -0.55055 2.21305 -0.57385
H 0.80190 1.65750 -1.57173
H -0.30502 -2.29722 0.55734
H 1.56475 0.44574 0.59422
H -1.23362 0.61343 1.12723
H 2.73756 -0.20294 -0.11024
H -0.51522 -1.57476 2.16373
H 0.06809 -0.75056 -1.27674
*
```

Atomic partial charges in e from the natural (NBO) method, atoms 1 to 8:
1. O -0.95
2. C -0.65
3. C -0.20
4. C -0.19
5. C -0.64
6. H 0.22
7. H 0.22
8. H 0.21

c.
Molecular formula: C4H10O
Method: DFT, ωB97M-V/def2-TZVPD

Results
HOMO-LUMO gap   9.813 eV
HOMO energy   -8.9033 eV
SMILES   C=C(C)O.C

Geometry as ORCA input:
```
! RIJCOSX wB97M-V def2-TZVPD def2/J DEFGRID3
* xyz 0 1
O -0.62163 -0.46435 1.30366
C 0.57194 0.07973 0.92725
C 0.71538 1.46670 1.47362
C -1.47460 -0.60762 -1.86253
C 1.47327 -0.54314 0.16595
H 1.55596 1.98438 1.00684
H 2.40426 -0.05453 -0.09599
H -1.45212 -1.60288 -1.40748
H -2.50536 -0.35665 -2.12112
H 1.31205 -1.55008 -0.21293
H -1.08437 0.12505 -1.15546
H -0.70448 -1.33787 0.89710
H -0.85662 -0.61073 -2.76272
H -0.20334 2.03219 1.28624
H 0.86967 1.43978 2.55757
*
```

Atomic partial charges in e from the natural (NBO) method, atoms 1 to 8:
1. O -0.68
2. C 0.34
3. C -0.66
4. C -0.85
5. C -0.55
6. H 0.22
7. H 0.21
8. H 0.20

d.
Molecular formula: C4H10O
Method: DFT, ωB97M-V/def2-TZVPD

Results
HOMO-LUMO gap   9.833 eV
HOMO energy   -8.9813 eV
SMILES   C/C=C/C.O

Geometry as ORCA input:
```
! RIJCOSX wB97M-V def2-TZVPD def2/J DEFGRID3
* xyz 0 1
O 1.05000 3.77156 -1.16511
C -0.74246 -1.41409 -0.12715
C 0.01194 -1.05693 0.90282
C -0.47196 -0.95182 -1.52660
C -0.10138 -1.36915 2.38404
H -1.18509 -0.16871 -1.68821
H 0.52474 -0.57987 -1.73044
H 0.80710 -0.32048 0.69161
H 0.75534 3.54544 -2.06684
H -1.05304 -1.82092 2.66702
H 1.55088 4.57305 -1.36464
H 0.06764 -0.43057 2.90443
H -1.56439 -2.12430 -0.05854
H -0.77175 -1.70505 -2.22820
H 0.62970 -2.16107 2.58571
*
```

Atomic partial charges in e from the natural (NBO) method, atoms 1 to 8:
1. O -0.93
2. C -0.19
3. C -0.18
4. C -0.64
5. C -0.64
6. H 0.21
7. H 0.21
8. H 0.18

Most stable one: b, least stable one: a.

a.
Molecular formula: C4H10O
Method: DFT, ωB97M-V/def2-TZVPD

Results
HOMO-LUMO gap   10.954 eV
HOMO energy   -10.0763 eV
SMILES   C=C.CCO

Geometry as ORCA input:
```
! RIJCOSX wB97M-V def2-TZVPD def2/J DEFGRID3
* xyz 0 1
O -1.36551 -0.34505 -0.79672
C 1.24891 2.60071 1.31146
C -0.78173 -1.57748 -1.21810
C 2.58052 2.60054 1.37741
C -1.50693 -2.74815 -0.49633
H 0.30209 -1.51921 -1.11908
H 0.71423 3.53344 1.22161
H 0.76128 1.64672 1.45219
H -1.33338 -3.64072 -1.10243
H -0.78304 0.21923 -0.33228
H -0.92782 -2.91348 0.42208
H -1.05866 -1.66939 -2.28043
H 3.08760 1.65114 1.49030
H -2.53305 -2.56471 -0.22555
H 3.22599 3.46530 1.31668
*
```

Atomic partial charges in e from the natural (NBO) method, atoms 1 to 8:
1. O -0.74
2. C -0.40
3. C -0.06
4. C -0.37
5. C -0.63
6. H 0.17
7. H 0.20
8. H 0.19

b.
Molecular formula: C4H10O
Method: DFT, ωB97M-V/def2-TZVPD

Results
HOMO-LUMO gap   10.640 eV
HOMO energy   -9.6980 eV
SMILES   C=C.CCO

Geometry as ORCA input:
```
! RIJCOSX wB97M-V def2-TZVPD def2/J DEFGRID3
* xyz 0 1
O -0.90137 -1.35626 0.03444
C 2.49747 0.53459 0.05823
C -1.91905 -0.31192 0.13109
C -1.25787 1.05001 0.02668
C 2.06098 -0.69725 -0.17662
H -2.44485 -0.40984 1.08929
H 1.11965 -0.87429 -0.67093
H -1.31739 -2.21411 -0.11124
H -2.01348 1.83232 0.05295
H 2.65450 -1.55761 0.09454
H 3.49265 0.72621 0.42932
H -2.63438 -0.44793 -0.69088
H -0.58023 1.19163 0.86449
H -0.70017 1.11995 -0.90379
H 1.94356 1.41449 -0.22757
*
```

Atomic partial charges in e from the natural (NBO) method, atoms 1 to 8:
1. O -0.74
2. C -0.41
3. C -0.06
4. C -0.63
5. C -0.37
6. H 0.16
7. H 0.22
8. H 0.47

Most stable one: b, least stable one: a.

a.
Molecular formula: C4H10O
Method: DFT, ωB97M-V/def2-TZVPD

Results
HOMO-LUMO gap   10.188 eV
HOMO energy   -9.2535 eV
SMILES   C=CC.CO

Geometry as ORCA input:
```
! RIJCOSX wB97M-V def2-TZVPD def2/J DEFGRID3
* xyz 0 1
O 1.31767 -0.83630 -2.76399
C -1.91589 1.73059 1.19334
C 0.28083 0.65786 1.58794
C 1.56984 -1.84091 -1.77637
C -1.00182 0.80021 1.95498
H -2.98459 1.56007 1.20822
H -1.49399 0.08081 2.60465
H 0.84834 -1.18657 -3.53524
H 0.97889 0.05610 2.12851
H 1.42003 -1.35386 -0.81994
H 0.56891 0.94274 0.58233
H 1.00141 -2.76767 -1.94045
H -1.57070 1.66071 0.14499
H 2.55738 -2.25301 -1.97551
H -1.57630 2.74923 1.40652
*
```

Atomic partial charges in e from the natural (NBO) method, atoms 1 to 8:
1. O -0.74
2. C -0.67
3. C -0.42
4. C -0.25
5. C -0.16
6. H 0.22
7. H 0.20
8. H 0.47

b.
Molecular formula: C4H10O
Method: DFT, ωB97M-V/def2-TZVPD

Results
HOMO-LUMO gap   9.394 eV
HOMO energy   -8.2741 eV

Geometry as ORCA input:
```
! RIJCOSX wB97M-V def2-TZVPD def2/J DEFGRID3
* xyz 0 1
O 0.69535 -0.40423 -0.93139
C -1.52454 0.82838 0.61553
C 0.81350 -0.57126 0.36626
C -0.03696 -1.43823 -1.60144
C 1.50159 0.63208 0.94995
H -1.09745 -1.16269 -1.60915
H -2.55989 0.57550 0.38554
H 1.46524 1.55457 0.35791
H 1.13738 0.82088 1.96587
H -0.99095 -0.11317 0.83007
H 0.09113 -2.38348 -1.07239
H -1.46171 1.47017 1.49821
H -1.06588 1.33756 -0.24011
H 2.54563 0.31539 1.05379
H 0.33534 -1.49645 -2.62565
*
```

Atomic partial charges in e from the natural (NBO) method, atoms 1 to 8:
1. O -0.52
2. C -0.85
3. C 0.26
4. C -0.25
5. C -0.77
6. H 0.19
7. H 0.21
8. H 0.21

c.
Molecular formula: C4H10O
Method: DFT, ωB97M-V/def2-TZVPD

Results
HOMO-LUMO gap   11.142 eV
HOMO energy   -10.1733 eV
SMILES   CC[C@@H](C)O

Geometry as ORCA input:
```
! RIJCOSX wB97M-V def2-TZVPD def2/J DEFGRID3
* xyz 0 1
O 0.49382 -1.45867 0.20403
C -0.70022 -0.21669 -1.83564
C -0.35357 0.63111 -0.61657
C 0.59524 -0.05071 0.38314
C 0.25534 0.31842 1.82283
H -1.21263 -1.12918 -1.52535
H 0.19406 -0.52124 -2.38666
H 1.15553 -1.86667 0.77749
H 0.09480 1.58045 -0.93356
H 0.25135 1.40334 1.98048
H 1.62634 0.26587 0.15856
H -1.35319 0.33771 -2.51958
H 0.97322 -0.12171 2.52636
H -0.73999 -0.07071 2.06469
H -1.28010 0.89868 -0.10022
*
```

Atomic partial charges in e from the natural (NBO) method, atoms 1 to 8:
1. O -0.73
2. C -0.60
3. C -0.41
4. C 0.10
5. C -0.63
6. H 0.22
7. H 0.21
8. H 0.47

Most stable one: c, least stable one: b.

a.
Molecular formula: C4H10O
Method: DFT, ωB97M-V/def2-TZVPD

Results
HOMO-LUMO gap   10.718 eV
HOMO energy   -9.7734 eV
SMILES   C=C.CCO

Geometry as ORCA input:
```
! RIJCOSX wB97M-V def2-TZVPD def2/J DEFGRID3
* xyz 0 1
O -0.92305 -0.56874 0.33934
C 1.08713 3.24550 0.49493
C 1.74763 3.09358 -0.64649
C -1.22530 -1.97282 0.53342
C -0.76230 -2.76855 -0.66707
H -0.38365 -0.31872 1.09152
H -1.24201 -3.75301 -0.65898
H 2.49355 2.35293 -0.88621
H 1.38801 3.73579 -1.44998
H 0.06988 3.59731 0.58460
H -0.73711 -2.27504 1.46113
H 0.31346 -2.90856 -0.63793
H -2.31489 -2.03594 0.61471
H 1.45239 2.83779 1.43940
H -0.96377 -2.26153 -1.61241
*
```

Atomic partial charges in e from the natural (NBO) method, atoms 1 to 8:
1. O -0.73
2. C -0.38
3. C -0.38
4. C -0.06
5. C -0.63
6. H 0.47
7. H 0.21
8. H 0.20

b.
Molecular formula: C4H10O
Method: DFT, ωB97M-V/def2-TZVPD

Results
HOMO-LUMO gap   10.602 eV
HOMO energy   -9.6329 eV
SMILES   C=CCCO.[H][H]

Geometry as ORCA input:
```
! RIJCOSX wB97M-V def2-TZVPD def2/J DEFGRID3
* xyz 0 1
O -1.97430 1.75117 0.61808
C 1.74747 -1.33855 0.49987
C -0.20729 0.19944 0.82611
C 0.46240 -1.04952 0.32147
C -1.24474 0.78977 -0.12112
H -0.17295 -1.76363 -0.20851
H 1.42750 0.07393 -2.43940
H 2.41640 -0.65115 1.01498
H 0.84115 -0.08647 -2.01511
H 2.18254 -2.26599 0.13754
H -0.73933 -0.02604 1.75987
H -0.75666 1.24930 -0.99458
H 0.54313 0.96301 1.06315
H -2.61994 2.16469 0.03372
H -1.90540 -0.00998 -0.49607
*
```

Atomic partial charges in e from the natural (NBO) method, atoms 1 to 8:
1. O -0.72
2. C -0.39
3. C -0.47
4. C -0.17
5. C -0.05
6. H 0.19
7. H 0.01
8. H 0.19

c.
Molecular formula: C4H10O
Method: DFT, ωB97M-V/def2-TZVPD

Results
HOMO-LUMO gap   10.758 eV
HOMO energy   -9.8634 eV
SMILES   C=CCC.O

Geometry as ORCA input:
```
! RIJCOSX wB97M-V def2-TZVPD def2/J DEFGRID3
* xyz 0 1
O 2.32070 -1.19956 -1.29752
C 0.70244 0.77286 0.80097
C -0.33380 -0.30967 1.10374
C -1.71100 0.78074 -0.76315
C -1.48554 -0.24454 0.07029
H -0.54966 -0.30922 2.18949
H -1.02106 1.63194 -0.73792
H -2.10620 -1.14957 0.03442
H 1.47044 -1.32320 -0.81793
H 0.91890 0.91102 -0.27172
H 1.63372 0.47679 1.31251
H 0.36270 1.73574 1.21818
H 2.09951 -1.36667 -2.24167
H -2.54323 0.82041 -1.47521
H 0.24213 -1.22707 0.87547
*
```

Atomic partial charges in e from the natural (NBO) method, atoms 1 to 8:
1. O -0.94
2. C -0.62
3. C -0.44
4. C -0.41
5. C -0.18
6. H 0.23
7. H 0.20
8. H 0.20

Most stable one: c, least stable one: b.